[1]
Formula: Cl2FO8Sr3
Source: OMol25
Level of theory: the ωB97M-V functional and the def2-TZVPD basis

Properties
Charge = +3
E_tot = -1712.82786 Ha
HOMO = -18.850 eV
Orbital gap = 5.49 eV
Lowest unoccupied orbital energy = -13.357 eV

```
14
Properties=species:S:1:pos:R:3:lowdin_charge:R:1
Sr -1.1053 3.0804 1.0497 1.7870
Sr -2.0801 -0.5113 2.3369 1.7894
Sr 2.0708 -0.2739 -0.1235 1.8040
F -0.3561 0.6623 1.0034 -0.7965
Cl -0.1057 -3.5528 1.5139 0.6784
O -1.4500 -3.4734 1.9992 -0.3817
O -0.0807 -4.1449 0.1923 -0.2754
O 0.2573 -2.1218 1.2430 -0.5936
O 0.7596 -4.2275 2.4062 -0.2211
Cl 0.4716 2.8907 -2.3874 0.6672
O 1.6003 3.3213 -3.0795 -0.2022
O -0.6288 2.5346 -3.2163 -0.2552
O 0.5474 1.7882 -1.4099 -0.5654
O 0.0994 4.0281 -1.5279 -0.4350
```

[2]
Formula: C3H6N2O2
Source: OMol25
Level of theory: the ωB97M-V functional and the def2-TZVPD basis

Properties
Charge = +1
Spin multiplicity = 2
E_tot = -377.47241 Ha
HOMO (spin up / spin down) = -14.861 / -14.825 eV
Orbital gap (spin up / spin down) = 9.97 / 4.98 eV
Lowest unoccupied orbital energy (spin up / spin down) = -4.896 / -9.845 eV
<S²> = 0.7797

```
13
Properties=species:S:1:pos:R:3:nbo_charge:R:1
O -0.0197 1.7519 -2.3903 -0.4165
C -0.9531 1.2617 -1.6833 0.3446
C -0.9348 0.4168 -0.4882 -0.3841
N 0.0246 -0.6322 -0.2636 -0.3129
C 0.5073 -0.9620 1.0333 0.7333
N -0.1340 -0.4932 2.2417 -0.7659
O 1.6253 -1.4878 1.1910 -0.2723
H -1.9471 1.8831 -1.8174 0.1840
H -1.9963 0.0917 -0.2713 0.3150
H -0.7436 1.0822 0.5036 0.2865
H 0.1345 -1.3549 -1.0339 0.4759
H 0.4735 -0.7793 2.9323 0.4085
H 0.2831 0.5432 2.2631 0.4039
```

| no. | largest force on an atom (eV/A) |
| --- | --- |
| 1 | 4.904 |
| 2 | 7.381 |